A molecular structure, C39H35N4O11Pt. Source: OMol25; level of theory: ωB97M-V/def2-TZVPD.

Last column: Mulliken charge in e.
Geometry (Å):
Pt: 0.310 0.085 -0.059  3.19
C: -2.412 4.323 -2.182  -1.79
C: -2.906 2.979 -1.713  1.07
C: -4.410 2.906 -1.545  -1.54
O: -2.289 2.670 -0.433  -0.26
C: -1.793 1.409 -0.406  -1.65
C: -2.119 0.817 -1.816  0.95
O: -2.427 1.971 -2.564  -0.29
C: -0.928 0.043 -2.444  2.38
O: -0.618 -0.908 -1.447  -0.91
C: -1.272 -0.693 -3.726  -0.69
C: -0.593 -1.878 -3.996  -0.26
C: -0.847 -2.570 -5.170  -0.91
C: -1.772 -2.083 -6.082  -0.62
C: -2.444 -0.900 -5.816  -0.98
C: -2.197 -0.202 -4.642  -0.44
C: 0.326 0.925 -2.640  -0.71
C: 0.327 2.146 -3.301  -0.75
C: 1.460 2.949 -3.262  -0.88
C: 2.611 2.570 -2.571  -0.99
C: 2.649 1.333 -1.969  -0.44
C: 1.521 0.494 -2.007  0.00
C: -2.091 0.741 0.980  2.89
O: -1.148 -0.326 1.156  -1.09
C: -1.892 1.680 2.181  0.22
C: -1.437 2.994 2.164  -0.01
C: -1.273 3.701 3.353  -1.27
C: -1.543 3.104 4.573  -0.45
C: -1.966 1.781 4.601  -0.80
C: -2.140 1.083 3.418  -0.82
C: -3.497 0.163 0.937  -0.12
C: -4.592 0.922 1.339  -0.04
C: -5.875 0.408 1.229  -1.01
C: -6.072 -0.871 0.726  -0.62
C: -4.981 -1.633 0.332  -0.85
C: -3.696 -1.120 0.434  -0.67
H: -2.774 5.107 -1.519  0.40
H: -2.787 4.517 -3.186  0.40
H: -1.322 4.339 -2.194  0.38
H: -4.738 3.611 -0.783  0.39
H: -4.717 1.903 -1.249  0.26
H: -4.886 3.160 -2.491  0.44
H: -0.541 1.566 -0.440  -0.20
H: -2.966 0.131 -1.740  0.88
H: 0.127 -2.259 -3.284  0.45
H: -0.320 -3.493 -5.371  0.46
H: -1.969 -2.625 -6.997  0.40
H: -3.167 -0.515 -6.523  0.47
H: -2.728 0.719 -4.448  0.53
H: -0.548 2.476 -3.835  0.78
H: 1.443 3.901 -3.778  0.47
H: 3.473 3.222 -2.552  0.47
H: 3.555 0.975 -1.498  0.54
H: 1.675 -0.582 -1.867  0.72
H: -1.209 3.498 1.239  0.58
H: -0.946 4.733 3.315  0.45
H: -1.437 3.664 5.493  0.46
H: -2.179 1.296 5.545  0.47
H: -2.480 0.055 3.450  0.45
H: -4.440 1.916 1.743  0.58
H: -6.721 1.004 1.544  0.46
H: -7.072 -1.274 0.647  0.44
H: -5.129 -2.633 -0.054  0.46
H: -2.842 -1.709 0.127  0.39
N: 1.615 -0.324 3.057  -0.19
C: 1.397 0.925 2.640  0.52
N: 1.429 1.926 3.522  -0.28
O: 1.205 1.218 1.420  -1.02
H: 1.600 -0.556 4.035  0.20
H: 1.508 -1.063 2.376  0.16
H: 1.601 1.769 4.498  0.22
H: 1.080 2.823 3.227  0.24
O: 1.836 -2.485 -1.415  -0.64
C: 1.613 -2.565 -0.234  0.34
O: 1.193 -1.578 0.556  -0.25
C: 1.834 -3.827 0.549  0.52
C: 2.501 -4.875 -0.073  -0.57
C: 2.718 -6.036 0.640  -0.34
C: 2.300 -6.202 1.947  -0.52
C: 1.643 -5.138 2.529  -0.22
C: 1.393 -3.957 1.858  -0.54
N: 1.192 -5.251 3.931  1.01
O: 0.893 -4.216 4.496  -0.59
O: 1.232 -6.345 4.441  -0.59
N: 3.431 -7.154 -0.019  1.06
O: 3.790 -6.978 -1.163  -0.60
O: 3.659 -8.133 0.654  -0.61
H: 2.843 -4.785 -1.094  0.73
H: 2.481 -7.121 2.484  0.62
H: 0.841 -3.174 2.353  0.54

Electronic energy = -72728.204 eV
E_LUMO = -4.84 eV
Total charge = +1
Relative energy (zero: lowest compared OMol25 entry of this formula, charge and spin) = 0.000 eV
Gap between HOMO and LUMO = 6.618 eV
Molar mass = 930.8 g mol⁻¹

A molecular structure, C39H36AlClN3Si2. Source: OMol25; level of theory: ωB97M-V/def2-TZVPD.

Last column: Mulliken charge in e.
Geometry (Å):
C: 1.497 -2.755 3.433  -0.01
C: 1.707 -2.807 1.975  -0.35
C: 2.702 -1.819 1.667  -0.49
H: 1.460 -3.672 1.366  0.82
C: 3.023 -1.122 2.843  -0.69
C: 2.313 -1.678 3.930  -1.02
H: 2.429 -1.433 4.989  0.51
H: 1.102 -3.587 4.022  0.80
H: 3.211 -1.718 0.711  0.66
H: 3.773 -0.329 2.926  0.51
Al: 0.041 -1.656 2.491  -1.42
Si: -0.102 1.987 -2.668  0.61
C: -1.319 1.636 -4.021  0.55
C: -2.518 2.350 -4.211  -0.50
H: -2.870 3.065 -3.453  0.36
C: -3.241 2.134 -5.393  -0.52
H: -4.164 2.692 -5.565  0.39
C: -2.786 1.209 -6.351  -0.45
H: -3.332 1.074 -7.286  0.38
C: -1.625 0.462 -6.116  -0.73
H: -1.268 -0.271 -6.845  0.39
C: -0.917 0.644 -4.927  -0.21
H: -0.049 0.018 -4.698  0.34
C: 0.275 3.794 -2.687  0.62
C: 0.771 4.248 -3.920  -0.47
H: 0.878 3.539 -4.748  0.31
C: 1.123 5.587 -4.097  -0.61
H: 1.481 5.909 -5.074  0.39
C: 0.998 6.488 -3.033  -0.54
H: 1.267 7.532 -3.178  0.38
C: 0.528 6.028 -1.796  -0.50
H: 0.437 6.733 -0.968  0.37
C: 0.176 4.685 -1.605  -0.39
H: -0.193 4.329 -0.637  0.32
H: 1.197 1.448 -3.173  -0.25
Si: -0.178 0.775 -0.633  -0.51
C: 1.483 1.162 0.113  1.51
C: 2.586 0.848 -0.696  -0.63
H: 2.484 0.130 -1.518  0.39
C: 3.816 1.470 -0.475  -0.93
H: 4.632 1.289 -1.174  0.48
C: 3.992 2.305 0.627  -0.64
H: 4.939 2.820 0.775  0.41
C: 2.952 2.442 1.549  -0.78
H: 3.115 3.011 2.464  0.42
C: 1.702 1.867 1.303  -0.12
H: 0.901 1.965 2.030  0.29
C: -0.337 -0.881 -1.459  1.31
C: 0.760 -1.749 -1.469  0.47
H: 1.568 -1.617 -0.739  0.01
C: 0.794 -2.768 -2.424  -1.16
H: 1.697 -3.387 -2.494  0.41
C: -0.298 -2.981 -3.273  -0.77
H: -0.238 -3.730 -4.063  0.44
C: -1.482 -2.255 -3.084  -0.82
H: -2.351 -2.453 -3.709  0.56
C: -1.519 -1.259 -2.109  -0.61
H: -2.446 -0.737 -1.869  0.39
H: -1.243 1.744 -0.513  -0.39
Cl: -1.070 -0.147 1.366  -0.34
N: -1.195 -3.160 4.699  0.03
C: -1.671 -3.636 3.465  0.83
C: -2.559 -4.717 3.431  -0.96
C: -3.016 -5.164 2.198  -0.42
C: -2.546 -4.561 1.025  -0.95
C: -1.640 -3.528 1.107  -0.02
N: -1.258 -3.025 2.332  0.48
C: -1.002 -1.816 5.076  0.81
C: -1.167 -1.414 6.405  -0.97
C: -0.996 -0.079 6.751  -0.48
C: -0.659 0.828 5.737  -0.82
C: -0.463 0.385 4.451  0.25
N: -0.639 -0.937 4.117  0.74
H: -1.474 -3.750 5.479  0.31
H: -2.883 -5.141 4.385  0.39
H: -3.718 -5.990 2.144  0.44
H: -2.862 -4.914 0.041  0.50
H: -1.231 -3.027 0.228  0.46
H: -1.454 -2.172 7.119  0.42
H: -1.130 0.259 7.780  0.44
H: -0.515 1.884 5.953  0.46
H: -0.189 1.061 3.649  0.11

Electronic energy = -80368.401 eV
E_LUMO = -3.62 eV
Total charge = +1
Relative energy (zero: lowest compared OMol25 entry of this formula, charge and spin) = 2.853 eV
Gap between HOMO and LUMO = 5.132 eV
Molar mass = 665.3 g mol⁻¹

A molecular structure, C39H36As2NO3PdS. Source: OMol25; level of theory: ωB97M-V/def2-TZVPD.

Last column: Mulliken charge in e.
Geometry (Å):
Pd: 1.467 0.391 -0.319  -0.50
C: -1.048 0.935 1.935  -1.51
C: -0.323 -0.385 2.209  -1.31
As: -0.563 -1.682 0.740  0.85
C: 0.243 -3.272 1.551  0.27
C: 1.061 -3.258 2.672  0.04
C: 1.645 -4.427 3.140  -0.70
C: 1.419 -5.632 2.490  -0.42
C: 0.610 -5.656 1.362  -0.75
C: 0.031 -4.485 0.900  -0.79
C: -2.398 -2.292 1.315  0.44
C: -2.746 -2.613 2.624  -0.81
C: -4.019 -3.067 2.937  -0.67
C: -4.970 -3.222 1.937  -0.42
C: -4.632 -2.939 0.622  -0.70
C: -3.356 -2.480 0.321  -0.09
As: -0.239 1.869 0.364  2.23
C: -0.671 3.693 1.002  0.05
C: -2.004 4.058 1.185  -0.44
C: -2.336 5.314 1.666  -0.72
C: -1.333 6.223 1.979  -0.45
C: -0.004 5.867 1.812  -0.62
C: 0.324 4.607 1.326  -0.23
C: -1.682 1.797 -0.951  0.12
C: -2.650 0.799 -0.963  0.15
C: -3.608 0.750 -1.967  -0.65
C: -3.607 1.707 -2.970  -0.55
C: -2.638 2.703 -2.973  -0.66
C: -1.679 2.745 -1.974  -0.49
H: -0.917 1.603 2.789  0.55
H: -2.123 0.779 1.807  0.39
H: -0.649 -0.813 3.161  0.85
H: 0.753 -0.194 2.261  0.60
H: 1.277 -2.324 3.177  0.27
H: 2.291 -4.392 4.009  0.37
H: 1.879 -6.543 2.853  0.36
H: 0.439 -6.587 0.835  0.38
H: -0.592 -4.505 0.011  0.36
H: -2.004 -2.529 3.411  0.23
H: -4.270 -3.311 3.963  0.38
H: -5.966 -3.572 2.182  0.36
H: -5.360 -3.081 -0.168  0.40
H: -3.083 -2.268 -0.710  0.50
H: -2.787 3.348 0.946  0.31
H: -3.377 5.587 1.794  0.38
H: -1.590 7.207 2.353  0.36
H: 0.775 6.578 2.059  0.40
H: 1.362 4.322 1.199  0.21
H: -2.657 0.046 -0.185  0.00
H: -4.353 -0.037 -1.972  0.43
H: -4.350 1.672 -3.758  0.37
H: -2.637 3.451 -3.757  0.39
H: -0.895 3.492 -2.003  0.29
O: 3.617 -2.696 -1.487  -0.81
C: 2.546 -2.205 -1.106  0.03
O: 2.251 -1.777 0.048  -0.48
C: 1.445 -2.117 -2.181  0.69
C: 1.297 -3.161 -3.091  -0.76
C: 0.307 -3.074 -4.053  -0.44
C: -0.480 -1.929 -4.099  -0.87
C: -0.241 -0.923 -3.177  -0.50
N: 0.687 -1.021 -2.231  0.90
H: 1.974 -4.000 -3.018  0.53
H: 0.150 -3.872 -4.768  0.40
H: -1.262 -1.817 -4.839  0.46
H: -0.813 0.000 -3.191  0.30
C: 3.872 2.023 -3.359  -1.21
S: 2.415 1.499 -2.337  0.85
O: 1.513 2.683 -2.398  -0.71
C: 3.349 1.638 -0.793  -0.60
C: 3.323 2.849 -0.099  -0.64
C: 4.109 3.011 1.026  -0.64
C: 4.903 1.960 1.480  -0.59
C: 4.927 0.757 0.791  -0.77
C: 4.176 0.593 -0.368  0.43
H: 4.193 3.013 -3.038  0.36
H: 3.560 2.031 -4.403  0.41
H: 4.655 1.280 -3.203  0.37
H: 2.675 3.630 -0.477  0.81
H: 4.099 3.952 1.563  0.41
H: 5.502 2.082 2.375  0.39
H: 5.529 -0.068 1.149  0.46
H: 4.260 -0.319 -0.947  0.41

Electronic energy = -184652.731 eV
E_LUMO = 2.63 eV
Total charge = -1
Relative energy (zero: lowest compared OMol25 entry of this formula, charge and spin) = 0.000 eV
Gap between HOMO and LUMO = 6.356 eV
Molar mass = 855.1 g mol⁻¹

A molecular structure, C39H36BrKN10O5S2. Source: OMol25; level of theory: ωB97M-V/def2-TZVPD.

Last column: Mulliken charge in e.
Geometry (Å):
K: 0.734 -0.387 0.405  1.49
O: -1.407 -3.327 0.209  -0.48
C: -2.283 -3.887 0.969  0.52
C: -2.243 -5.260 1.325  -0.73
C: -3.219 -5.828 2.120  -0.54
C: -4.286 -5.076 2.608  -0.79
C: -4.344 -3.725 2.279  -0.53
C: -3.376 -3.134 1.492  0.19
C: -3.441 -1.681 1.112  -0.21
O: -3.560 -1.485 -0.292  -0.61
N: -2.249 -1.022 1.631  0.34
N: -1.988 0.256 1.390  -0.39
C: -2.922 1.093 1.147  -0.39
C: -2.616 2.487 0.884  0.30
Br: -0.792 3.009 1.144  -0.10
C: -3.471 3.421 0.445  -1.11
C: -4.869 3.157 0.059  0.45
C: -5.226 2.025 -0.683  -0.32
C: -6.545 1.804 -1.043  -0.78
C: -7.534 2.713 -0.690  -0.38
C: -7.188 3.852 0.025  -0.48
C: -5.871 4.071 0.392  -0.42
H: -2.788 -1.960 -0.656  0.44
H: -1.413 -5.852 0.957  0.40
H: -3.153 -6.882 2.373  0.37
H: -5.048 -5.527 3.232  0.35
H: -5.165 -3.118 2.653  0.33
H: -4.331 -1.221 1.554  0.59
H: -1.419 -1.610 1.542  0.10
H: -3.971 0.819 1.079  0.56
H: -3.117 4.440 0.356  0.44
H: -4.454 1.322 -0.976  0.58
H: -6.798 0.916 -1.609  0.41
H: -8.564 2.536 -0.974  0.36
H: -7.953 4.569 0.301  0.35
H: -5.604 4.957 0.956  0.41
N: -2.605 -5.851 -5.440  -0.65
C: -1.644 -5.047 -4.789  1.20
C: -1.654 -4.927 -3.401  -0.81
C: -0.696 -4.166 -2.753  -0.30
C: 0.281 -3.520 -3.501  -0.59
C: 0.301 -3.629 -4.881  -0.38
C: -0.657 -4.398 -5.525  -0.76
S: 1.477 -2.509 -2.668  1.32
O: 2.443 -2.086 -3.660  -0.78
O: 1.975 -3.287 -1.559  -0.77
N: 0.621 -1.321 -2.034  -0.02
C: 0.031 -0.381 -2.775  -0.56
N: -0.012 -0.426 -4.131  -0.37
C: -0.587 0.591 -4.746  -0.45
C: -1.143 1.682 -4.093  -0.90
C: -1.088 1.625 -2.704  -0.06
N: -0.542 0.627 -2.047  0.29
H: -3.447 -5.963 -4.895  0.23
H: -2.828 -5.523 -6.368  0.22
H: -2.427 -5.425 -2.825  0.33
H: -0.717 -4.043 -1.674  0.29
H: 1.062 -3.090 -5.429  0.47
H: -0.649 -4.491 -6.607  0.26
H: -0.610 0.523 -5.833  0.40
H: -1.599 2.505 -4.625  0.41
H: -1.514 2.418 -2.090  0.38
N: 4.527 2.795 0.516  0.00
C: 4.533 2.775 -0.865  0.23
C: 5.431 3.250 -1.810  -1.29
C: 5.102 3.040 -3.139  -0.24
C: 3.923 2.378 -3.507  -0.88
C: 3.031 1.909 -2.561  0.07
C: 3.341 2.120 -1.220  0.10
N: 2.655 1.742 -0.082  0.21
C: 3.388 2.143 0.917  0.34
C: 3.066 1.893 2.320  -0.53
C: 3.847 2.153 3.403  -0.59
S: 3.154 1.457 4.799  -0.27
C: 1.809 0.924 3.838  -0.38
N: 1.904 1.218 2.592  0.43
H: 5.301 3.027 1.110  0.24
H: 6.352 3.748 -1.530  0.35
H: 5.780 3.384 -3.911  0.35
H: 3.715 2.211 -4.556  0.44
H: 2.134 1.370 -2.836  0.42
H: 4.820 2.612 3.451  0.34
H: 1.006 0.337 4.258  0.45
N: 1.509 -3.438 1.508  -0.13
C: 1.694 -2.448 2.419  0.14
O: 0.749 -1.694 2.715  -0.54
C: 3.081 -2.255 2.978  -0.68
C: 3.943 -1.426 2.012  -0.79
H: 0.647 -3.421 0.964  -0.02
H: 2.331 -3.731 1.002  0.27
H: 3.552 -3.229 3.147  0.40
H: 2.963 -1.771 3.954  0.21
H: 4.261 -2.039 1.158  0.18
H: 3.385 -0.570 1.615  0.03

Electronic energy = -174205.702 eV
E_LUMO = 3.71 eV
Total charge = -2
Relative energy (zero: lowest compared OMol25 entry of this formula, charge and spin) = 1.887 eV
Gap between HOMO and LUMO = 3.755 eV
Molar mass = 907.9 g mol⁻¹

A molecular structure, C39H36F5N2OPS3SeTi. Source: OMol25; level of theory: ωB97M-V/def2-TZVPD.

Last column: Mulliken charge in e.
Geometry (Å):
Ti: 1.140 -0.247 0.852  -1.85
C: 4.148 -0.351 2.917  -0.86
C: 3.102 0.083 3.932  -0.96
S: 1.370 -0.108 3.385  0.18
C: 0.763 1.553 3.809  -0.66
C: 1.337 2.709 2.985  -1.08
S: 1.438 2.443 1.177  0.37
C: 3.168 2.931 0.894  -0.90
C: 4.232 2.047 1.523  -0.79
S: 3.897 0.287 1.243  0.12
H: 5.138 -0.033 3.245  0.58
H: 4.155 -1.432 2.811  0.43
H: 3.211 -0.525 4.829  0.63
H: 3.234 1.124 4.218  0.36
H: -0.312 1.486 3.660  0.22
H: 0.962 1.713 4.869  0.62
H: 0.705 3.583 3.136  0.53
H: 2.344 2.958 3.320  0.61
H: 3.254 2.913 -0.195  0.34
H: 3.290 3.965 1.219  0.50
H: 5.209 2.263 1.093  0.54
H: 4.298 2.208 2.598  0.39
C: -4.635 -2.181 3.059  -0.60
C: -3.345 -1.978 3.540  -0.61
C: -2.320 -1.671 2.661  -0.56
C: -2.564 -1.570 1.292  1.63
C: -3.851 -1.787 0.817  -0.67
C: -4.884 -2.086 1.700  -0.81
P: -1.113 -1.242 0.224  1.58
C: -1.787 -0.815 -1.430  0.32
C: -1.209 -1.393 -2.560  -0.63
C: -1.661 -1.070 -3.833  -0.73
C: -2.687 -0.147 -3.997  -0.71
C: -3.258 0.445 -2.879  -0.89
C: -2.813 0.113 -1.604  -0.50
C: -0.593 -2.980 -0.053  -0.09
C: -1.493 -3.933 -0.459  -0.08
C: -1.098 -5.270 -0.634  -1.05
C: 0.201 -5.622 -0.407  -0.78
C: 1.157 -4.663 -0.003  0.90
C: 2.511 -5.039 0.174  -1.00
C: 3.426 -4.085 0.477  -1.56
C: 3.027 -2.737 0.660  -0.30
C: 1.720 -2.272 0.582  1.33
C: 0.770 -3.304 0.193  -0.03
H: -5.440 -2.412 3.745  0.39
H: -3.144 -2.048 4.602  0.42
H: -1.318 -1.497 3.034  0.11
H: -4.062 -1.717 -0.242  0.45
H: -5.887 -2.241 1.321  0.42
H: -0.412 -2.118 -2.442  0.38
H: -1.226 -1.557 -4.697  0.54
H: -3.049 0.094 -4.989  0.42
H: -4.061 1.163 -2.994  0.46
H: -3.263 0.579 -0.739  0.55
H: -2.522 -3.653 -0.652  0.43
H: -1.823 -6.012 -0.948  0.42
H: 0.525 -6.648 -0.546  0.38
H: 2.797 -6.077 0.041  0.36
H: 4.472 -4.350 0.585  0.45
H: 3.840 -2.054 0.844  0.47
F: -5.376 6.352 1.229  -0.32
C: -4.521 5.323 1.279  0.72
C: -4.962 4.067 1.642  -0.09
F: -6.251 3.888 1.954  -0.31
C: -4.073 3.008 1.682  0.32
F: -4.567 1.819 2.042  -0.26
C: -2.726 3.151 1.358  0.04
Se: -1.575 1.638 1.302  0.26
C: -2.319 4.434 1.018  -0.06
F: -1.035 4.683 0.716  -0.31
C: -3.190 5.508 0.973  -0.11
F: -2.753 6.728 0.633  -0.32
N: 1.365 0.136 -1.061  0.02
C: 1.726 0.636 -2.044  0.09
N: 2.138 1.202 -3.158  -0.02
C: 3.439 0.838 -3.741  -0.54
C: 3.217 0.046 -5.012  -0.58
O: 2.383 0.763 -5.906  -0.41
C: 1.095 0.987 -5.348  -0.47
C: 1.183 1.825 -4.090  -0.59
H: 4.005 0.260 -3.012  0.40
H: 3.982 1.756 -3.970  0.32
H: 2.764 -0.924 -4.769  0.28
H: 4.162 -0.121 -5.524  0.38
H: 0.619 0.032 -5.116  0.28
H: 0.506 1.504 -6.103  0.35
H: 0.210 1.902 -3.605  0.46
H: 1.543 2.826 -4.332  0.30

Electronic energy = -189897.020 eV
E_LUMO (alpha / beta) = -0.02 / -0.03 eV
Relative energy (zero: lowest compared OMol25 entry of this formula, charge and spin) = 1.167 eV
Gap between HOMO and LUMO (alpha / beta) = 6.010 / 6.737 eV
Spin multiplicity = 3
Molar mass = 897.7 g mol⁻¹